Molecular formula: C63H84N9O12
Method: DFT, ωB97M-V with the def2-TZVPD basis set

Last columns: bonded neighbours and bond lengths (Å).
Positions of all 168 atoms, in Å:
1 C -0.9075 5.9195 20.6093  C2 1.532, H13 1.093, H14 1.096, H15 1.095
2 C -1.8020 7.0762 20.1515  C1 1.532, C3 1.564, H16 1.101, H17 1.088
3 C -1.0792 8.4049 19.7522  C2 1.564, C4 1.509, H18 1.094, H19 1.098
4 C -0.7079 9.2997 20.9094  C3 1.509, N5 1.501, H20 1.096, H21 1.091
5 N -0.2605 10.6802 20.5248  C4 1.501, C6 1.526, C9 1.543, C10 1.531
6 C 0.2443 11.3168 21.8169  N5 1.526, C7 1.515, H22 1.089, H23 1.087
7 C 1.7548 11.2018 21.8435  C6 1.515, C8 1.527, H24 1.091, H25 1.088
8 C 2.1433 10.4537 20.5700  C7 1.527, C9 1.517, H26 1.090, H27 1.097
9 C 0.9848 10.6591 19.6130  N5 1.543, C8 1.517, H28 1.093, H29 1.084
10 C -1.3859 11.5310 19.9309  N5 1.531, C11 1.507, H30 1.093, H31 1.093
11 C -2.6701 11.4761 20.7166  C10 1.507, C12 1.542, H32 1.090, H33 1.093
12 C -3.7000 12.4223 20.0662  C11 1.542, H34 1.096, H35 1.092, H36 1.088
13 H -0.3579 6.1548 21.5238  C1 1.093
14 H -0.2423 5.7132 19.7633  C1 1.096
15 H -1.4039 4.9514 20.7293  C1 1.095
16 H -2.4522 7.3360 21.0016  C2 1.101
17 H -2.5915 6.7912 19.4591  C2 1.088
18 H -1.5998 8.8964 18.9252  C3 1.094
19 H -0.1656 8.1548 19.1978  C3 1.098
20 H 0.0558 8.7255 21.4465  C4 1.096
21 H -1.4878 9.3916 21.6665  C4 1.091
22 H 0.0146 12.3811 21.8511  C6 1.089
23 H -0.1296 10.8801 22.7394  C6 1.087
24 H 2.3042 12.1358 21.7206  C7 1.091
25 H 2.0986 10.7898 22.7901  C7 1.088
26 H 3.1158 10.7500 20.1758  C8 1.090
27 H 2.3784 9.3905 20.7045  C8 1.097
28 H 0.9819 11.6928 19.2594  C9 1.093
29 H 0.8330 10.0174 18.7525  C9 1.084
30 H -1.3391 11.2603 18.8732  C10 1.093
31 H -0.9001 12.5078 19.8647  C10 1.093
32 H -2.5396 11.6531 21.7846  C11 1.090
33 H -3.1896 10.5153 20.6821  C11 1.093
34 H -3.9625 12.0594 19.0664  C12 1.096
35 H -3.3143 13.4185 19.8400  C12 1.092
36 H -4.6803 12.5456 20.5216  C12 1.088
37 C 2.8677 0.8994 27.6368  N38 1.483, H51 1.084, H52 1.086, H53 1.102
38 N 2.4713 0.9585 26.2092  C37 1.483, C39 1.352, C43 1.336
39 C 2.7051 2.1038 25.5305  N38 1.352, C40 1.396, H54 1.080
40 C 2.2492 2.2082 24.2152  C39 1.396, C41 1.411, H55 1.080
41 C 1.5997 1.1174 23.5996  C40 1.411, C42 1.399, C44 1.491
42 C 1.3857 -0.0201 24.3851  C41 1.399, C43 1.366, H56 1.087
43 C 1.8670 -0.0990 25.6614  N38 1.336, C42 1.366, H57 1.081
44 C 1.3227 1.2684 22.1426  C41 1.491, C45 1.368, C49 1.422
45 C 1.4081 0.1813 21.3158  C44 1.368, C46 1.405, H58 1.083
46 C 1.3266 0.4386 19.9365  C45 1.405, N47 1.329, H59 1.089
47 N 1.0370 1.6535 19.4834  C46 1.329, C48 1.362, C50 1.458
48 C 0.8538 2.7377 20.2865  N47 1.362, C49 1.369, H60 1.079
49 C 1.0002 2.5571 21.6354  C44 1.422, C48 1.369, H61 1.079
50 C 0.8881 1.7756 18.0382  N47 1.458, H62 1.087, H63 1.086, H64 1.094
51 H 3.5964 1.6591 27.8943  C37 1.084
52 H 2.9051 -0.1323 27.9736  C37 1.086
53 H 2.0026 1.2284 28.2345  C37 1.102
54 H 3.0490 2.9043 26.1683  C39 1.080
55 H 2.4105 3.1741 23.7605  C40 1.080
56 H 0.8332 -0.8115 23.8850  C42 1.087
57 H 1.7249 -1.0017 26.2398  C43 1.081
58 H 1.5748 -0.8476 21.6092  C45 1.083
59 H 1.2736 -0.3783 19.2190  C46 1.089
60 H 0.5500 3.6017 19.7162  C48 1.079
61 H 0.9759 3.3907 22.3203  C49 1.079
62 H 1.5609 1.1827 17.4232  C50 1.087
63 H 0.9396 2.8233 17.7552  C50 1.086
64 H -0.0847 1.3965 17.7122  C50 1.094
65 C -9.7500 7.0408 21.1232  N66 1.474, H79 1.082, H80 1.092, H81 1.092
66 N -9.1273 5.9286 20.3835  C65 1.474, C67 1.337, C71 1.336
67 C -8.3993 6.1814 19.2907  N66 1.337, C68 1.394, H82 1.079
68 C -7.7311 5.1332 18.6592  C67 1.394, C69 1.384, H83 1.082
69 C -7.8293 3.8459 19.1591  C68 1.384, C70 1.388, C72 1.481
70 C -8.5860 3.6021 20.2968  C69 1.388, C71 1.393, H84 1.080
71 C -9.2079 4.6966 20.8941  N66 1.336, C70 1.393, H85 1.080
72 C -6.9544 2.7730 18.6327  C69 1.481, C73 1.401, C77 1.398
73 C -7.4622 1.5104 18.3012  C72 1.401, C74 1.373, H86 1.083
74 C -6.7472 0.6197 17.5396  C73 1.373, N75 1.340, H87 1.081
75 N -5.4576 0.8368 17.2475  C74 1.340, C76 1.346, C78 1.474
76 C -4.8887 1.9720 17.6925  N75 1.346, C77 1.386, H88 1.086
77 C -5.5890 2.9457 18.3874  C72 1.398, C76 1.386, H89 1.084
78 C -4.6697 -0.1058 16.4337  N75 1.474, H90 1.087, H91 1.086, H92 1.097
79 H -10.6038 6.7100 21.6997  C65 1.082
80 H -10.1042 7.7561 20.3780  C65 1.092
81 H -8.9398 7.5835 21.6141  C65 1.092
82 H -8.2700 7.1768 18.8940  C67 1.079
83 H -7.4021 5.4024 17.6640  C68 1.082
84 H -8.6226 2.7104 20.9043  C70 1.080
85 H -9.7361 4.5700 21.8272  C71 1.080
86 H -8.4976 1.3287 18.5635  C73 1.083
87 H -7.2243 -0.2885 17.2000  C74 1.081
88 H -3.8446 2.1741 17.4704  C76 1.086
89 H -4.9388 3.7348 18.7479  C77 1.084
90 H -4.0102 0.4847 15.8028  C78 1.087
91 H -5.3659 -0.7757 15.9376  C78 1.086
92 H -3.9793 -0.7292 17.0142  C78 1.097
93 C -5.9003 1.8831 23.0067  N94 1.484, H107 1.093, H108 1.086, H109 1.086
94 N -6.0752 0.5339 22.4131  C93 1.484, C95 1.359, C99 1.353
95 C -5.1933 0.1645 21.4477  N94 1.359, C96 1.365, H110 1.088
96 C -5.2853 -1.0759 20.8858  C95 1.365, C97 1.394, H111 1.085
97 C -6.3757 -1.8818 21.2078  C96 1.394, C98 1.384, C100 1.504
98 C -7.3035 -1.4529 22.1408  C97 1.384, C99 1.390, H112 1.083
99 C -7.1368 -0.2247 22.7696  N94 1.353, C98 1.390, H113 1.080
100 C -6.4682 -3.2158 20.5192  C97 1.504, C101 1.397, C105 1.383
101 C -5.3507 -4.0496 20.4402  C100 1.397, C102 1.379, H114 1.084
102 C -5.5143 -5.2578 19.7967  C101 1.379, N103 1.347, H115 1.082
103 N -6.6753 -5.5849 19.1967  C102 1.347, C104 1.336, C106 1.491
104 C -7.7204 -4.7521 19.1954  N103 1.336, C105 1.396, H116 1.081
105 C -7.6377 -3.5205 19.8465  C100 1.383, C104 1.396, H117 1.080
106 C -6.7470 -6.9433 18.5869  N103 1.491, H118 1.084, H119 1.089, H120 1.088
107 H -6.2371 2.6763 22.3345  C93 1.093
108 H -4.8323 2.0366 23.1254  C93 1.086
109 H -6.5411 1.9692 23.8796  C93 1.086
110 H -4.3792 0.8800 21.3577  C95 1.088
111 H -4.5754 -1.4488 20.1549  C96 1.085
112 H -8.2313 -1.9866 22.3063  C98 1.083
113 H -7.7663 0.1976 23.5385  C99 1.080
114 H -4.4472 -3.9195 21.0246  C101 1.084
115 H -4.6819 -5.9448 19.7238  C102 1.082
116 H -8.5620 -5.0949 18.6094  C104 1.081
117 H -8.4759 -2.8411 19.8019  C105 1.080
118 H -7.6989 -7.1192 18.0992  C106 1.084
119 H -6.5925 -7.6628 19.3892  C106 1.089
120 H -5.9013 -7.0343 17.9090  C106 1.088
121 C -2.5190 -2.0024 24.6424  N122 1.498, H135 1.084, H136 1.085, H137 1.092
122 N -2.0961 -0.5656 24.6899  C121 1.498, C123 1.329, C127 1.355
123 C -2.0217 0.0465 25.8676  N122 1.329, C124 1.395, H138 1.081
124 C -1.6936 1.3982 25.9727  C123 1.395, C125 1.395, H139 1.082
125 C -1.4209 2.1199 24.8108  C124 1.395, C126 1.407, C128 1.490
126 C -1.7236 1.4750 23.5972  C125 1.407, C127 1.363, H140 1.088
127 C -2.0215 0.1464 23.5394  N122 1.355, C126 1.363, H141 1.082
128 C -1.1064 3.5745 24.8766  C125 1.490, C129 1.381, C133 1.386
129 C -1.6581 4.4730 23.9849  C128 1.381, C130 1.375, H142 1.086
130 C -1.3142 5.7991 24.1059  C129 1.375, N131 1.356, H143 1.084
131 N -0.3857 6.1961 25.0103  C130 1.356, C132 1.341, C134 1.482
132 C 0.2535 5.3035 25.7797  N131 1.341, C133 1.389, H144 1.082
133 C -0.1355 3.9703 25.7824  C128 1.386, C132 1.389, H145 1.078
134 C -0.0657 7.6429 25.0083  N131 1.482, H146 1.090, H147 1.088, H148 1.084
135 H -3.2805 -2.1040 23.8783  C121 1.084
136 H -2.8353 -2.3034 25.6356  C121 1.085
137 H -1.5735 -2.4861 24.3881  C121 1.092
138 H -2.2268 -0.4843 26.7866  C123 1.081
139 H -1.5801 1.8031 26.9693  C124 1.082
140 H -1.7512 2.1299 22.7284  C126 1.088
141 H -2.2341 -0.2395 22.5516  C127 1.082
142 H -2.3601 4.1771 23.2114  C129 1.086
143 H -1.9262 6.5392 23.6029  C130 1.084
144 H 1.0542 5.6452 26.4214  C132 1.082
145 H 0.3615 3.3091 26.4742  C133 1.078
146 H 0.9624 7.8386 25.3125  C134 1.090
147 H -0.7069 8.1160 25.7490  C134 1.088
148 H -0.1478 8.0201 23.9950  C134 1.084
149 O 0.0179 -1.0368 17.3045  C150 1.401, H153 0.973
150 C -1.3800 -1.0434 17.2158  O149 1.401, O151 1.274, O152 1.240
151 O -2.0914 -0.1365 17.7585  C150 1.274
152 O -1.8442 -1.9069 16.4563  C150 1.240
153 H 0.1897 -1.8441 16.7884  O149 0.973
154 O -4.6330 5.3979 20.7096  C155 1.415, H158 0.986
155 C -4.9041 6.0673 21.9262  O154 1.415, O156 1.268, O157 1.241
156 O -4.3516 5.5529 22.9455  C155 1.268
157 O -5.6733 7.0404 21.8915  C155 1.241
158 H -4.0763 4.7055 21.1382  O154 0.986
159 O -0.6062 -1.7344 20.0843  C160 1.381, H163 0.982
160 C -1.1801 -1.9071 21.3280  O159 1.381, O161 1.251, O162 1.274
161 O -0.4332 -2.2589 22.2675  C160 1.251
162 O -2.4432 -1.7512 21.3818  C160 1.274
163 H -1.4415 -1.4552 19.6490  O159 0.982
164 O -2.4545 0.7504 20.0871  C165 1.386, H168 1.007
165 C -2.4950 2.1191 19.8739  O164 1.386, O166 1.271, O167 1.248
166 O -3.0637 2.9055 20.6950  C165 1.271
167 O -1.8148 2.4877 18.8948  C165 1.248
168 H -1.9427 0.5688 19.2388  O164 1.007

- M (g/mol) = 1159.42
- spin multiplicity = 1
- total charge = +5
- orbital gap (eV) = 5.08
- HOMO level (eV) = -16.5